No. 1
The following is a quantum chemistry calculation of the ion C6H14N4O with charge +2, from the Open Molecules 2025 dataset.

## Properties
HOMO   -17.25 eV
Energy relative to the best compared isomer or geometry (same formula, charge and spin)   76.43 kcal/mol
Total energy   -14436.3945 eV
Net charge   +2
Kohn-Sham gap   10.19 eV

Atoms and positions in Å:
1 C -0.9394 1.0865 -0.2382
2 C 2.2866 0.2838 0.1628
3 C 0.2292 1.7562 0.5660
4 C 1.6966 1.6045 0.0824
5 C -2.6244 -1.7120 0.9125
6 C -1.6458 -1.3440 -0.1533
7 N -1.0346 -0.2346 -0.1835
8 N 1.4282 -0.6662 -0.1532
9 N -1.7610 1.7521 -1.0578
10 N 3.5284 -0.0415 0.4898
11 O 2.0123 -2.0240 -0.3310
12 H 0.0301 2.8690 0.4414
13 H 0.1792 1.5610 1.5859
14 H 2.1619 2.5124 0.4764
15 H 1.9204 1.8698 -0.9869
16 H -2.1326 -1.3638 1.8280
17 H -3.4102 -1.0147 0.7750
18 H -2.8256 -2.8012 0.9881
19 H 1.4578 -2.4376 -0.9876
20 H -1.2553 -2.1101 -0.9798
21 H -1.8328 2.7117 -1.3358
22 H -2.4088 1.1395 -1.4476
23 H 4.1828 0.7584 0.7516
24 H 4.0547 -0.7834 0.1022
25 H 2.1185 -2.4520 0.4625



No. 2
The following is a quantum chemistry calculation of a cluster of 2 separate species, C6H14N5 in total, from the Open Molecules 2025 dataset.

## Properties
HOMO (spin up / spin down)   -3.42 / -8.48 eV
2S+1   2
Energy relative to the best compared isomer or geometry (same formula, charge and spin)   51.14 kcal/mol
Total energy   -13895.0374 eV
Kohn-Sham gap (spin up / spin down)   4.36 / 9.30 eV

Atoms and positions in Å:
1 C -1.4572 -0.6293 -2.9301
2 C 0.1346 1.4457 -0.4667
3 C -0.7142 0.4249 -2.2930
4 C -0.2220 1.7051 -2.7857
5 N -0.4635 0.3514 -0.9149
6 N 0.2236 2.3503 -1.5179
7 H 0.6211 1.7475 0.4909
8 H 0.6851 3.2528 -1.3842
9 H -0.4195 2.3330 -3.4873
10 H -1.5007 -1.5860 -2.3971
11 H -1.2863 -0.6080 -4.0318
12 H -2.4955 -0.6068 -2.6987
13 C 2.1209 -0.8734 0.9761
14 C 0.0611 -0.8260 2.3222
15 N 1.2972 -0.2936 2.0763
16 N -0.7263 -0.4824 3.4133
17 N -0.6522 -1.4617 1.2267
18 H 1.7152 0.1718 2.7994
19 H -0.6055 0.0125 4.3536
20 H -1.7277 -0.4384 3.2346
21 H -0.3362 -1.1909 0.3250
22 H -1.4896 -1.8989 1.3637
23 H 2.6604 -1.7860 1.3191
24 H 2.9950 -0.1582 0.9811
25 H 1.5822 -0.9556 0.0255



No. 3
The following is a quantum chemistry calculation of a structure of composition C6H14N7O17Pb, from the Open Molecules 2025 dataset.

## Properties
HOMO   0.65 eV
Energy relative to the best compared isomer or geometry (same formula, charge and spin)   0.00 kcal/mol
Total energy   -56918.2957 eV
Net charge   -3
Kohn-Sham gap   5.03 eV

Atoms and positions in Å:
1 Pb 18.1767 -3.2496 -6.0611
2 N 20.0055 -1.0641 -3.5855
3 O 19.2014 -0.8124 -2.7072
4 O 19.6913 -1.8024 -4.5606
5 O 21.1815 -0.6241 -3.5243
6 N 16.7877 0.4074 -5.5864
7 O 16.3853 0.5932 -4.4312
8 O 16.9856 -0.7542 -6.0119
9 O 16.9639 1.3939 -6.3423
10 N 17.6191 -4.2942 -2.5301
11 O 17.2181 -3.6457 -3.5233
12 O 17.8941 -5.5167 -2.6337
13 O 17.7351 -3.7267 -1.4317
14 N 19.1071 -2.3190 -8.9324
15 O 17.9223 -2.4918 -8.5628
16 O 19.3988 -2.3117 -10.1387
17 O 19.9964 -2.2082 -8.0585
18 N 14.4788 -3.0428 -5.6916
19 O 15.5638 -3.4488 -6.2067
20 O 13.4085 -3.3028 -6.3026
21 O 14.4712 -2.4455 -4.6312
22 C 22.1416 -3.9327 -4.0265
23 C 21.6924 -4.1232 -5.4466
24 O 20.5225 -4.3257 -5.7165
25 N 22.6383 -4.0497 -6.4179
26 C 22.3699 -4.3437 -7.8030
27 H 22.4530 -4.8418 -3.5085
28 H 21.2214 -3.6918 -3.4835
29 H 22.7913 -3.0719 -3.8770
30 H 23.5695 -3.8767 -6.0857
31 H 23.2148 -4.8733 -8.2485
32 H 22.1134 -3.4543 -8.3819
33 H 21.4918 -4.9841 -7.8895
34 C 16.4337 -7.1148 -7.8793
35 C 17.6955 -6.7460 -7.1277
36 O 17.7545 -5.7228 -6.4790
37 N 18.6522 -7.6930 -7.0882
38 C 19.8578 -7.6320 -6.2754
39 H 16.6450 -7.7200 -8.7657
40 H 15.9609 -6.2058 -8.2477
41 H 15.7549 -7.6158 -7.1917
42 H 18.4892 -8.6089 -7.4661
43 H 20.6363 -8.2722 -6.6933
44 H 19.6286 -7.9941 -5.2699
45 H 20.2270 -6.6090 -6.2390